Entry 1:
Density functional theory data (wB97M-V/def2-TZVPD) for a structure of composition C28H22N3O3S2SeSn.

Calculated values
HOMO-LUMO gap	0.178	hartree
ΔE to the lowest compared entry with this formula, charge and spin	2.3	kJ/mol
HOMO	-2.97	eV
E_tot	-132856.5007	eV
spin multiplicity	1
net charge	-1

Positions of all 60 atoms, in Å:
Sn (-0.407135, -0.375090, 1.740127)
O (2.827189, -0.538587, 3.500076)
C (2.295408, -0.397125, 4.783242)
C (1.282089, 0.716373, 4.948045)
C (1.258374, 1.435003, 6.143282)
C (0.308603, 2.418404, 6.337894)
C (-0.600708, 2.671265, 5.322878)
C (-0.511816, 1.913173, 4.169186)
N (0.396555, 0.956177, 3.978358)
H (2.247399, -1.194278, 3.042177)
H (3.117824, -0.196146, 5.477553)
H (1.800697, -1.326083, 5.097790)
H (1.996367, 1.216105, 6.904968)
H (0.282535, 2.985319, 7.260858)
H (-1.361099, 3.434734, 5.416012)
H (-1.206035, 2.066862, 3.349984)
S (-1.160256, 5.267692, -4.042645)
C (-0.678954, 6.773015, -3.387513)
C (-0.137822, 6.626312, -2.149223)
C (-0.112576, 5.272065, -1.721062)
C (-0.635338, 4.407205, -2.640967)
C (-0.769415, 2.948230, -2.538740)
C (-0.281633, 2.275035, -1.393852)
N (-0.369174, 0.982960, -1.223602)
C (-0.936405, 0.231629, -2.180245)
C (-1.439078, 0.786756, -3.367450)
C (-1.998237, -0.071076, -4.373752)
C (-2.028353, -1.407895, -4.196714)
C (-1.521727, -2.009290, -2.994369)
C (-1.522295, -3.398585, -2.793557)
C (-1.024101, -3.923538, -1.625346)
C (-0.556694, -3.011893, -0.650398)
N (-0.550657, -1.712213, -0.810687)
C (-1.001267, -1.198859, -1.973871)
C (-0.980433, -5.368671, -1.364462)
C (-1.377909, -6.391044, -2.184341)
C (-1.191041, -7.671428, -1.606681)
C (-0.653547, -7.596356, -0.356666)
S (-0.373603, -5.984642, 0.125339)
C (-1.350001, 2.178493, -3.520763)
H (-0.820204, 7.681373, -3.949741)
H (0.232012, 7.451211, -1.557926)
H (0.281178, 4.954279, -0.766781)
H (0.213156, 2.807588, -0.587455)
H (-2.385023, 0.376906, -5.281778)
H (-2.439421, -2.056638, -4.961782)
H (-1.918558, -4.040341, -3.572272)
H (-0.181497, -3.343487, 0.321201)
H (-1.790998, -6.236280, -3.170835)
H (-1.443720, -8.600919, -2.096212)
H (-0.408413, -8.408415, 0.308389)
H (-1.740019, 2.630733, -4.427119)
Se (0.418386, -2.553043, 2.670484)
C (3.616593, 0.627626, 0.068352)
O (2.450999, -0.070127, 0.490765)
C (1.475595, 0.698313, 1.050661)
O (1.613854, 1.909977, 1.087838)
H (4.318400, -0.134342, -0.265248)
H (4.044204, 1.202534, 0.890268)
H (3.387766, 1.313025, -0.751649)

Force components x, y, z for each atom (eV/Å):
Sn 0.0 -0.1 0.1
O -0.1 0.1 0.1
C 0.0 0.0 0.0
C 0.0 0.0 0.0
C 0.0 0.0 0.0
C 0.0 0.0 0.0
C 0.0 0.0 0.0
C 0.1 0.0 0.0
N -0.1 0.0 0.1
H 0.0 0.0 -0.1
H 0.0 0.0 0.0
H 0.0 0.0 0.0
H 0.0 0.0 0.0
H 0.0 0.0 0.0
H 0.0 0.0 0.0
H 0.0 0.0 0.0
S 0.0 0.0 0.0
C 0.0 0.0 0.0
C 0.0 0.0 0.0
C 0.0 0.0 0.0
C 0.0 0.0 0.0
C 0.0 0.0 0.0
C 0.0 0.0 0.0
N 0.0 0.0 0.0
C 0.0 0.0 0.0
C 0.0 0.0 0.0
C 0.0 0.0 0.0
C 0.0 0.0 0.0
C 0.0 0.0 0.0
C 0.0 0.0 0.0
C 0.0 0.0 0.0
C 0.0 0.0 0.0
N 0.0 0.1 -0.1
C 0.0 0.0 0.0
C 0.0 0.0 0.0
C 0.0 0.0 0.0
C 0.0 0.0 0.0
C 0.0 0.0 0.0
S 0.0 0.0 0.0
C 0.0 0.0 0.0
H 0.0 0.0 0.0
H 0.0 0.0 0.0
H 0.0 0.0 0.0
H 0.0 0.0 0.0
H 0.0 0.0 0.0
H 0.0 0.0 0.0
H 0.0 0.0 0.0
H 0.0 0.0 0.0
H 0.0 0.0 0.0
H 0.0 0.0 0.0
H 0.0 0.0 0.0
H 0.0 0.0 0.0
Se 0.0 0.0 0.0
C 0.0 0.0 0.0
O 0.0 0.0 0.0
C 0.0 0.0 -0.1
O 0.0 0.0 0.0
H 0.0 0.0 0.0
H 0.0 0.0 0.0
H 0.0 0.0 0.0



Entry 2:
Density functional theory data (wB97M-V/def2-TZVPD) for a structure of composition C6H12O.

Calculated values
HOMO-LUMO gap	0.299	hartree
ΔE to the lowest compared entry with this formula, charge and spin	515.2	kJ/mol
HOMO	-7.29	eV
E_tot	-8459.0139	eV
spin multiplicity	1

Positions of all 19 atoms, in Å:
C (-0.971811, -0.971670, -0.272607)
C (-0.784395, 0.717432, -1.035178)
C (0.148048, 0.663354, -2.228691)
O (-0.158060, 1.481114, 0.003249)
C (0.041738, 0.264636, 0.617248)
C (-0.625378, 0.249103, 1.981829)
C (1.476693, -0.220598, 0.631859)
H (-0.976886, -1.363976, -1.301473)
H (-1.994997, -0.973413, 0.099533)
H (-0.399399, -1.749934, 0.264496)
H (1.199657, 0.377594, -2.079325)
H (0.152514, 1.701833, -2.581834)
H (-0.283429, 0.045765, -3.025254)
H (-0.593647, -0.742081, 2.445754)
H (-0.098208, 0.957959, 2.632851)
H (-1.661864, 0.581923, 1.892067)
H (2.088065, 0.478877, 1.213661)
H (1.905347, -0.292833, -0.368944)
H (1.536014, -1.205087, 1.110760)

Force components x, y, z for each atom (eV/Å):
C 0.0 -0.4 0.1
C -0.1 0.5 -0.5
C 0.0 -0.1 -0.1
O 0.1 -0.1 0.0
C 0.1 -0.1 0.3
C 0.0 -0.1 0.0
C -0.1 -0.1 -0.1
H 0.1 0.3 0.3
H 0.2 0.0 0.0
H -0.1 -0.1 0.0
H -0.2 0.0 0.1
H 0.0 -0.1 0.0
H 0.1 0.1 0.2
H 0.0 0.1 -0.1
H 0.0 -0.1 -0.2
H 0.1 -0.1 0.0
H -0.2 -0.1 -0.1
H -0.1 0.0 0.1
H 0.0 0.1 -0.1



Entry 3:
Density functional theory data (wB97M-V/def2-TZVPD) for a structure of composition C23H64N3O16Y at a distorted geometry.

Calculated values
HOMO-LUMO gap	0.162	hartree
HOMO	-11.97	eV
E_tot	-63146.5044	eV
spin multiplicity	1
net charge	+2

Positions of all 107 atoms, in Å:
Y (-1.926360, 3.344849, 1.038182)
O (0.693023, 0.187765, -0.267724)
C (-0.278615, 1.003462, 0.157246)
O (-1.032648, 1.667438, -0.565542)
O (-0.380766, 1.332637, 1.338536)
H (0.696168, 0.297832, -1.221392)
C (0.172521, -6.351360, 2.298070)
C (1.019360, -6.621656, 1.041216)
C (2.015675, -5.522276, 0.484042)
O (1.350809, -4.421915, 0.013795)
C (2.208741, -3.387078, -0.344431)
N (1.784239, -7.833576, 1.307788)
H (-0.629422, -7.082342, 2.401281)
H (-0.295739, -5.367110, 2.307030)
H (0.784633, -6.359153, 3.199936)
H (0.323386, -6.885607, 0.244952)
H (2.589174, -5.976357, -0.324050)
H (2.741751, -5.208320, 1.233933)
H (2.823103, -3.536560, -1.232303)
H (2.880776, -3.301567, 0.509479)
H (1.552968, -2.516447, -0.352106)
H (2.316453, -7.737889, 2.160833)
H (2.464539, -7.998663, 0.579756)
C (-2.448099, -3.108714, -0.922668)
C (-3.681312, -2.447953, -0.323699)
C (-4.517606, -3.291934, 0.814501)
O (-5.221989, -4.418937, 0.217784)
C (-5.769813, -5.279078, 1.212401)
N (-3.162772, -1.230562, 0.254683)
H (-2.594729, -4.017987, -1.505610)
H (-1.701818, -3.355900, -0.167633)
H (-2.025829, -2.341742, -1.571924)
H (-4.359025, -2.201919, -1.141180)
H (-5.155218, -2.631235, 1.401887)
H (-3.849483, -3.689966, 1.578238)
H (-5.632187, -4.904961, 2.226891)
H (-5.248415, -6.224614, 1.063335)
H (-6.827382, -5.459172, 1.019484)
H (-2.597459, -0.829496, -0.479942)
H (-3.985547, -0.645746, 0.220793)
C (1.483937, 5.920115, -2.023125)
C (1.127586, 4.640202, -2.597643)
C (1.729820, 4.444377, -3.979617)
O (1.369651, 3.208905, -4.446736)
C (0.024675, 2.945976, -4.776716)
N (1.556578, 3.615058, -1.628865)
H (1.379253, 6.734937, -2.739505)
H (2.523264, 6.041174, -1.717756)
H (0.814439, 6.205624, -1.211729)
H (0.042584, 4.607784, -2.696743)
H (2.816953, 4.449868, -3.900757)
H (1.344007, 5.192053, -4.672598)
H (-0.663729, 2.905139, -3.932599)
H (-0.085164, 1.964507, -5.237958)
H (-0.404207, 3.710795, -5.424185)
H (1.438638, 2.734332, -2.108976)
H (2.551359, 3.777886, -1.565783)
C (-0.164643, -2.080705, 2.559400)
C (-1.349818, -1.938151, 3.489493)
O (-2.395373, -1.118228, 2.956368)
O (0.719534, -0.962392, 2.767926)
H (-0.382215, -2.138328, 1.492889)
H (0.313426, -3.018048, 2.843884)
H (-0.940711, -1.673185, 4.464439)
H (-1.886748, -2.843127, 3.773777)
H (-2.434912, -1.441020, 2.053135)
H (0.474956, -0.197042, 2.242565)
C (1.165912, 4.282944, 1.665292)
C (0.404458, 4.500494, 3.043457)
O (-0.692605, 3.650663, 2.995210)
O (0.293327, 4.231419, 0.572328)
H (1.557318, 3.268766, 1.745023)
H (2.058641, 4.900181, 1.564591)
H (0.239994, 5.573228, 3.144940)
H (1.191560, 4.225141, 3.745424)
H (-0.708329, 3.231833, 3.858892)
H (0.824777, 4.188012, -0.225965)
C (4.565849, 2.314911, -0.489902)
C (3.983299, 1.028542, -1.027535)
O (4.710986, 0.384890, -2.070334)
O (4.731710, 3.241340, -1.510502)
H (5.512004, 1.979308, -0.065324)
H (3.846715, 2.699329, 0.233400)
H (2.971239, 1.184780, -1.400919)
H (3.883701, 0.394742, -0.146355)
H (4.310904, 0.696292, -2.885543)
H (5.504715, 2.962743, -2.006927)
C (-3.701544, 3.586735, 3.955502)
C (-3.787790, 2.078342, 3.580750)
O (-2.728125, 1.605115, 2.737284)
O (-3.592537, 4.212594, 2.743563)
H (-2.747110, 3.755803, 4.454074)
H (-4.428359, 4.099478, 4.585532)
H (-4.714140, 1.887257, 3.039017)
H (-3.805233, 1.411490, 4.442788)
H (-2.684420, 0.649258, 2.814829)
H (-4.252806, 4.909458, 2.737497)
C (1.698143, -0.462359, -3.552691)
C (2.598709, 0.262528, -4.541329)
O (3.432172, 1.293578, -4.080075)
O (0.701285, 0.392876, -2.982245)
H (2.205048, -0.980403, -2.738577)
H (1.138364, -1.291791, -3.984887)
H (2.119362, 0.480251, -5.495755)
H (3.350076, -0.493460, -4.769429)
H (2.846906, 2.054542, -4.079788)
H (-0.102407, 0.274453, -3.493762)

Force components x, y, z for each atom (eV/Å):
Y 3.2 -3.8 0.9
O -1.7 0.8 1.4
C 1.7 0.6 0.5
O -2.7 1.7 -3.9
O 0.5 -0.1 3.8
H 0.1 -0.3 -1.6
C 0.3 0.8 -0.2
C 0.7 0.1 -0.1
C -0.8 -1.5 0.9
O -1.5 0.3 -0.8
C -0.1 0.4 1.3
N 0.1 -0.2 0.1
H 0.2 -0.1 -0.1
H -0.1 0.1 -0.4
H 0.1 -0.2 0.1
H 0.0 0.3 -0.3
H 0.1 -0.3 -0.2
H 0.2 -0.1 0.5
H -0.3 -0.1 -0.3
H 0.5 0.6 0.0
H 0.4 0.3 -0.5
H 0.0 0.0 0.2
H 0.0 -0.2 -0.2
C -0.1 -0.6 0.0
C -0.8 -2.7 0.8
C 1.0 -0.4 -1.8
O 0.6 2.2 0.6
C 0.2 -0.5 -0.6
N -0.8 0.9 0.3
H -0.3 0.1 0.0
H 0.0 0.1 0.2
H 0.3 -0.2 -0.3
H -0.3 -0.3 0.0
H -0.6 0.3 -0.4
H 0.6 -0.1 -0.1
H 0.0 0.0 0.0
H -0.1 -0.2 0.5
H 0.0 0.2 0.0
H 0.5 0.2 0.0
H -0.1 0.7 0.7
C 0.2 3.1 0.3
C -0.2 -0.6 -0.2
C -0.7 0.7 0.7
O 0.0 -2.7 -0.9
C -0.7 0.3 0.0
N -0.3 0.5 -0.7
H -0.2 0.0 -0.2
H 0.1 -0.5 0.3
H 0.2 0.0 0.3
H -0.2 -0.2 0.0
H 0.1 0.2 -0.2
H 0.3 0.5 0.0
H 0.2 0.1 0.6
H 0.5 0.2 -0.3
H 0.3 0.1 -0.4
H 0.0 -0.7 0.3
H 0.7 -0.4 0.2
C 0.2 0.8 0.4
C -0.5 -1.0 0.5
O 0.5 1.2 0.9
O 0.3 -0.9 0.4
H -0.5 -0.2 0.0
H 0.5 0.2 -0.1
H -0.2 1.1 -0.1
H 0.4 -0.8 -0.6
H -0.7 0.3 -1.0
H -0.4 -0.1 -0.2
C 0.5 -1.5 2.4
C 3.8 1.5 -3.1
O -1.0 0.1 0.6
O -3.4 1.3 2.0
H 0.2 -0.2 0.1
H -0.5 0.6 -0.3
H -0.9 -0.1 0.3
H -0.6 -0.3 0.5
H -0.6 -0.8 0.0
H 1.0 -1.1 -2.5
C 0.0 -1.6 -0.5
C -0.6 -0.8 -0.3
O 0.5 0.1 1.9
O 0.1 1.1 -0.4
H 0.2 0.7 0.5
H 0.3 0.2 0.3
H -0.3 0.3 0.0
H 0.1 -0.6 -0.1
H 0.0 0.3 -0.4
H 0.1 0.1 -0.3
C 1.9 -2.6 1.6
C -1.5 -0.7 1.1
O 0.0 3.8 -0.7
O 0.1 2.0 -3.4
H 0.0 -0.1 0.4
H -0.5 -0.9 -0.1
H -0.3 0.3 0.1
H 0.0 0.3 0.3
H 0.7 -2.0 0.0
H 0.0 0.4 -0.6
C -0.5 -0.2 0.2
C 1.2 -2.4 -0.4
O -1.2 0.6 -0.1
O -0.2 0.5 0.6
H 0.6 0.6 0.1
H 0.4 0.0 -0.8
H -0.3 0.4 0.2
H -0.2 -0.5 -0.5
H 0.0 0.8 0.1
H -0.1 0.2 0.1



Entry 4:
Density functional theory data (wB97M-V/def2-TZVPD) for an isolated molecule of C3H5FS at a distorted geometry.

Calculated values
HOMO-LUMO gap	0.320	hartree
SMILES	CC(=S)CF
ΔE to the lowest compared entry with this formula, charge and spin	82.0	kJ/mol
HOMO	-8.83	eV
E_tot	-16743.3238	eV
spin multiplicity	1

Positions of all 10 atoms, in Å:
C (1.431731, -0.109878, 0.484172)
C (-0.068970, -0.199900, 0.095573)
S (-0.893109, -1.556723, -0.060168)
C (-0.558954, 1.233530, -0.257199)
F (0.677783, 1.850845, -0.242722)
H (1.581643, 0.557934, 1.286064)
H (2.100373, 0.254453, -0.304280)
H (1.814784, -1.094633, 0.852216)
H (-1.052298, 1.304342, -1.177340)
H (-1.077644, 1.685365, 0.555249)

Force components x, y, z for each atom (eV/Å):
C 0.0 -2.7 0.0
C 1.1 0.8 -0.4
S -0.4 -0.2 0.1
C 2.3 -2.0 2.0
F -0.4 2.7 -1.3
H 0.0 0.9 1.0
H -0.5 -0.3 0.0
H -0.6 0.6 -0.5
H -0.6 0.2 -1.4
H -1.0 0.1 0.5



Entry 5:
Density functional theory data (wB97M-V/def2-TZVPD) for a cluster of 6 separate species, C20H43N6O7 in total at a distorted geometry.

Calculated values
HOMO-LUMO gap	0.194	hartree
ΔE to the lowest compared entry with this formula, charge and spin	485.9	kJ/mol
HOMO	-3.27	eV
E_tot	-44706.0602	eV
spin multiplicity	1
net charge	-1

Positions of all 76 atoms, in Å:
C (1.077097, -0.879640, -2.692255)
C (0.533914, -1.698885, -1.542312)
C (-0.745699, -2.694029, -1.953779)
C (-1.997737, -1.861469, -2.640868)
N (-2.686163, -2.870944, -3.582225)
C (-3.014732, -1.191451, -1.543698)
O (-4.262971, -1.651098, -1.424453)
O (-2.589536, -0.047502, -0.675777)
H (1.773800, -1.441298, -3.478646)
H (0.759740, 0.263053, -2.821341)
H (0.965653, -1.648000, -0.440552)
H (-0.298706, -3.410282, -2.797061)
H (-1.056022, -3.376179, -1.054674)
H (-1.633428, -0.977454, -3.353754)
H (-1.963315, -2.994569, -4.351807)
H (-3.442302, -2.296632, -4.061040)
C (2.150378, 0.723013, 1.716350)
C (2.040079, -0.752158, 1.982228)
O (1.318013, -1.487349, 1.313333)
N (2.777426, -1.271424, 3.008140)
C (3.674305, -0.571687, 3.896627)
H (1.509298, 0.993226, 0.873266)
H (1.822297, 1.286607, 2.594238)
H (3.182255, 0.980913, 1.462094)
H (2.654483, -2.269976, 3.130221)
H (4.667308, -1.016165, 3.795797)
H (3.317254, -0.712649, 4.919641)
H (3.731248, 0.495013, 3.677035)
C (-4.952278, 1.756988, -1.597654)
C (-5.957196, 2.839916, -1.874050)
O (-5.840730, 3.617957, -2.817656)
N (-7.029137, 2.943770, -1.033829)
C (-7.333973, 2.128355, 0.117521)
H (-4.156294, 1.794895, -2.345826)
H (-4.505636, 1.904656, -0.610401)
H (-5.433717, 0.776756, -1.655002)
H (-7.664716, 3.694091, -1.279146)
H (-8.308563, 1.662013, -0.045204)
H (-7.387196, 2.781652, 0.991755)
H (-6.586217, 1.353460, 0.289891)
C (-0.498149, 3.105488, 4.115633)
C (0.897821, 3.551709, 4.449013)
O (1.873906, 3.200097, 3.791038)
N (1.063003, 4.376641, 5.525124)
C (0.045883, 4.891677, 6.410359)
H (-0.475932, 2.454751, 3.237660)
H (-0.920370, 2.542131, 4.952485)
H (-1.123292, 3.973080, 3.886703)
H (2.028230, 4.637143, 5.691253)
H (0.079348, 5.982923, 6.367441)
H (0.280750, 4.562380, 7.425404)
H (-0.953959, 4.549379, 6.141179)
C (2.604786, 4.362696, -3.314957)
C (2.494486, 2.887524, -3.049079)
O (1.772421, 2.152333, -3.717973)
N (3.231833, 2.368258, -2.023166)
C (4.128713, 3.067996, -1.134680)
H (1.963706, 4.632909, -4.158040)
H (2.276705, 4.926289, -2.437068)
H (3.636663, 4.620596, -3.569213)
H (3.108891, 1.369707, -1.901085)
H (5.121715, 2.623518, -1.235509)
H (3.771662, 2.927033, -0.111666)
H (4.185656, 4.134695, -1.354272)
C (0.166220, -6.733404, -1.323935)
C (1.306513, -6.437355, -2.257249)
O (1.136165, -5.917605, -3.357316)
N (2.567255, -6.766112, -1.847053)
C (2.961512, -7.377770, -0.600510)
H (-0.774839, -6.418702, -1.782365)
H (0.112695, -7.808026, -1.128264)
H (0.296004, -6.182053, -0.388470)
H (3.285727, -6.538865, -2.524756)
H (3.655142, -6.701637, -0.095037)
H (3.473102, -8.315741, -0.829422)
H (2.111743, -7.579175, 0.052667)

Force components x, y, z for each atom (eV/Å):
C -0.3 -1.0 1.7
C -0.3 0.5 -2.1
C 2.4 -0.4 -0.5
C 0.4 0.6 -0.2
N 0.4 1.9 -0.7
C -3.0 2.7 4.0
O 5.5 1.6 -1.2
O -1.1 -5.7 -4.7
H -2.9 1.1 0.7
H 2.1 -2.3 1.0
H -2.3 0.9 -2.4
H -1.1 1.3 1.5
H 0.3 1.5 -1.7
H -0.2 -1.7 2.1
H -1.1 0.1 1.2
H 1.0 -1.1 0.9
C -0.2 0.0 -0.1
C -0.5 -0.6 -0.5
O 0.7 0.3 1.1
N -0.3 0.1 -0.4
C 0.0 -0.4 0.1
H 0.1 -0.2 0.1
H 0.3 0.1 -0.2
H 0.0 0.1 0.2
H 0.0 0.3 0.0
H 0.1 0.2 0.2
H 0.2 0.2 0.1
H -0.1 -0.2 0.0
C -0.1 0.2 -0.1
C 0.4 0.1 -0.5
O -0.3 0.0 0.3
N 0.2 0.2 -0.3
C -0.3 0.3 -0.1
H -0.2 0.0 0.2
H 0.0 -0.4 -0.1
H 0.3 -0.1 0.3
H 0.2 -0.2 0.1
H 0.0 -0.2 0.3
H 0.0 -0.2 0.2
H -0.1 0.2 -0.2
C -0.1 -0.2 -0.2
C 0.7 0.0 -0.2
O -0.4 0.2 0.4
N 0.1 -0.4 -0.5
C 0.4 0.2 0.2
H 0.1 0.2 0.2
H -0.1 0.2 -0.1
H -0.1 -0.2 0.1
H -0.3 -0.1 0.0
H -0.3 0.0 0.2
H -0.3 0.1 0.1
H 0.3 0.0 0.0
C -0.1 0.3 -0.1
C -0.6 -1.1 -0.3
O 0.6 0.9 0.2
N -0.2 0.3 -0.5
C -0.1 -0.5 0.1
H 0.1 -0.2 0.2
H 0.2 0.1 -0.1
H -0.1 0.1 0.1
H -0.1 0.1 0.0
H 0.1 0.2 0.2
H 0.2 0.2 0.1
H -0.1 -0.2 0.0
C -0.3 0.0 0.0
C 0.0 0.6 -1.1
O 0.1 -0.4 0.7
N -0.4 0.1 -0.2
C 0.4 0.1 -0.3
H 0.3 0.0 0.0
H 0.0 0.1 0.2
H -0.1 -0.2 0.0
H -0.2 0.0 0.2
H 0.0 -0.2 0.3
H 0.0 -0.1 0.3
H 0.1 0.1 -0.2



Q: Which of these has the highest HOMO?
A: C28H22N3O3S2SeSn